Record 1
The following is a quantum chemistry calculation of a cluster of 5 separate species, C32H75BrN5O18P4S in total, from OMol25.

Calculated values
- Orbital gap: 8.70 eV
- E_LUMO: -0.0997 hartree

```
! wB97M-V def2-TZVPD RIJCOSX def2/J DEFGRID3
* xyz 1 1
C -0.61 3.84 -4.87
C -0.05 4.38 -3.56
C -0.99 4.11 -2.38
C 1.36 3.93 -3.29
C 1.50 2.41 -3.11
C 2.30 1.81 -4.27
C 2.20 2.17 -1.80
O 2.63 0.82 -1.60
N 1.51 0.00 -1.45
C 1.20 -0.17 -0.01
C 2.11 -1.12 0.74
C 2.11 -0.74 2.19
Br 1.51 -2.97 0.63
C 1.54 -1.08 -2.26
N 2.70 -1.43 -2.92
N 0.41 -1.72 -2.39
C 0.10 -2.90 -3.20
C -0.51 -2.47 -4.53
C -1.84 -1.74 -4.41
C -3.14 -2.56 -4.19
C -3.11 -4.07 -4.34
C -4.54 -4.57 -4.34
C -4.70 -6.07 -4.24
S -4.07 -6.81 -2.71
C -4.11 -5.46 -1.65
N -3.12 -4.80 -1.21
N -3.64 -3.80 -0.39
C -4.90 -3.95 -0.43
O -5.30 -4.97 -1.19
H -1.14 2.90 -4.74
H 0.17 3.74 -5.61
H -1.31 4.55 -5.28
H -0.02 5.45 -3.68
H -0.47 3.53 -1.62
H -1.29 5.03 -1.91
H -1.86 3.55 -2.69
H 2.01 4.25 -4.09
H 1.70 4.43 -2.40
H 0.53 1.93 -3.11
H 2.17 2.41 -5.16
H 3.35 1.76 -4.03
H 1.95 0.82 -4.54
H 1.49 2.43 -1.02
H 3.04 2.84 -1.70
H 1.35 0.80 0.43
H 0.15 -0.39 0.11
H 3.11 -1.05 0.33
H 1.09 -0.57 2.50
H 2.47 -1.55 2.81
H 2.67 0.17 2.36
H 2.80 -2.43 -2.97
H 2.79 -1.02 -3.84
H -0.37 -1.35 -1.88
H -0.57 -3.52 -2.63
H 0.99 -3.48 -3.40
H -0.52 -3.30 -5.21
H 0.20 -1.75 -4.95
H -1.96 -1.13 -5.29
H -1.76 -1.05 -3.58
H -3.86 -2.21 -4.91
H -3.52 -2.32 -3.21
H -2.66 -4.34 -5.29
H -2.55 -4.53 -3.55
H -5.07 -4.10 -3.53
H -5.03 -4.24 -5.24
H -4.16 -6.53 -5.06
H -5.74 -6.33 -4.37
H -5.62 -3.35 0.08
C 5.38 -5.66 -1.54
O 4.98 -7.04 -1.50
P 4.10 -7.59 -2.70
O 4.71 -7.56 -4.02
O 2.75 -6.74 -2.67
C 2.01 -6.60 -1.45
O 3.74 -9.00 -2.09
C 2.87 -9.85 -2.86
H 6.41 -5.61 -1.21
H 5.31 -5.26 -2.55
H 4.74 -5.09 -0.86
H 1.94 -5.55 -1.22
H 2.48 -7.12 -0.61
H 1.02 -7.00 -1.60
H 2.55 -9.38 -3.78
H 2.00 -10.09 -2.24
H 3.41 -10.76 -3.09
C -7.19 -4.32 3.11
O -8.31 -3.58 2.59
P -8.33 -2.03 2.87
O -7.24 -1.27 2.27
O -8.37 -1.86 4.45
C -9.36 -2.55 5.22
O -9.79 -1.72 2.35
C -10.27 -0.36 2.46
H -6.88 -5.02 2.34
H -6.36 -3.66 3.36
H -7.50 -4.88 3.99
H -8.85 -3.19 5.94
H -10.02 -3.16 4.60
H -9.95 -1.82 5.76
H -9.53 0.29 2.93
H -11.18 -0.37 3.06
H -10.48 0.01 1.47
C 4.39 4.03 1.16
O 3.25 4.77 1.63
P 2.92 6.13 0.89
O 2.52 6.00 -0.51
O 4.21 7.03 1.09
C 4.76 7.24 2.40
O 1.84 6.74 1.86
C 1.32 8.05 1.56
H 4.12 2.98 1.14
H 4.69 4.35 0.16
H 5.22 4.18 1.85
H 5.78 6.87 2.41
H 4.18 6.72 3.17
H 4.76 8.30 2.61
H 1.78 8.47 0.67
H 1.50 8.69 2.41
H 0.25 7.96 1.39
C 5.32 8.12 8.98
O 4.93 7.60 7.69
P 3.52 6.90 7.59
O 2.35 7.72 7.85
O 3.58 5.63 8.54
C 4.67 4.71 8.44
O 3.66 6.34 6.11
C 2.57 5.55 5.60
H 5.80 9.08 8.82
H 4.46 8.24 9.64
H 6.04 7.43 9.44
H 5.18 4.67 9.40
H 5.38 5.00 7.67
H 4.27 3.72 8.21
H 1.78 5.41 6.34
H 2.96 4.58 5.31
H 2.16 6.06 4.73
*
```

***

Record 2
The following is a quantum chemistry calculation of a cluster of 7 separate species, C32H76F6N5O15 in total, from OMol25.

Calculated values
- Orbital gap: 5.92 eV
- E_LUMO: -0.1066 hartree
- Relative energy (zero: lowest compared OMol25 entry of this formula, charge and spin): 95.2 kJ/mol

```
! wB97M-V def2-TZVPD RIJCOSX def2/J DEFGRID3
* xyz 1 1
N 2.36 -0.94 -0.21
O 2.70 -1.22 0.96
O 2.74 -1.65 -1.17
O 1.58 0.02 -0.42
C 0.52 0.27 -5.15
O 0.56 1.36 -4.13
O 1.68 0.22 -5.69
C 0.14 -0.97 -4.31
F 0.48 -2.14 -4.92
F 0.79 -0.98 -3.16
F -1.20 -1.05 -4.13
C -0.66 2.03 -3.90
C -0.33 3.13 -2.89
H 0.54 3.66 -3.28
H -1.16 3.78 -2.65
H 0.13 2.60 -2.04
H -1.44 1.35 -3.55
H -0.96 2.51 -4.84
H -0.33 0.46 -5.84
C -4.35 -2.86 -0.14
O -2.97 -2.47 -0.33
O -5.17 -2.14 -0.84
C -4.49 -4.41 -0.17
F -3.31 -4.98 0.24
F -5.39 -4.80 0.77
F -4.88 -4.91 -1.33
C -2.44 -2.68 -1.62
C -0.95 -2.82 -1.53
H -0.70 -3.61 -0.82
H -0.58 -3.00 -2.53
H -0.49 -1.91 -1.14
H -2.78 -1.90 -2.31
H -2.91 -3.55 -2.10
H -4.52 -2.63 0.94
C -1.74 0.95 0.14
O -3.11 1.31 0.32
C -3.79 0.48 1.24
C -5.27 0.69 1.16
N -5.74 0.75 -0.25
H -5.24 -0.04 -0.74
H -6.73 0.54 -0.29
C -5.54 1.97 -1.07
C -5.94 1.70 -2.51
O -5.54 0.44 -2.97
C -4.14 0.38 -3.26
H -1.58 -0.12 -0.04
H -1.18 1.14 1.06
H -1.41 1.52 -0.72
H -3.35 0.53 2.25
H -3.49 -0.55 0.97
H -5.62 1.65 1.56
H -5.82 -0.05 1.72
H -4.57 2.44 -0.93
H -6.20 2.76 -0.68
H -5.69 2.54 -3.17
H -7.04 1.64 -2.55
H -3.51 0.54 -2.37
H -3.92 1.14 -4.01
H -3.93 -0.67 -3.47
C -1.05 -3.26 4.33
O 0.14 -3.72 3.75
C 0.43 -3.11 2.52
C 1.42 -3.97 1.82
N 2.51 -4.39 2.77
H 2.00 -4.69 3.62
H 3.06 -5.22 2.55
C 3.56 -3.44 3.24
C 3.70 -3.43 4.77
O 2.47 -3.71 5.39
C 1.74 -2.53 5.68
H -0.86 -2.39 4.97
H -1.52 -4.01 4.98
H -1.80 -3.02 3.58
H 0.77 -2.06 2.61
H -0.42 -2.95 1.84
H 1.91 -3.60 0.92
H 0.92 -4.92 1.61
H 3.31 -2.44 2.88
H 4.47 -3.62 2.66
H 4.19 -2.55 5.18
H 4.30 -4.32 5.02
H 2.42 -1.83 6.20
H 0.94 -2.71 6.39
H 1.40 -2.06 4.75
C 3.45 -3.43 -5.94
O 4.01 -2.25 -5.44
C 4.50 -2.32 -4.13
C 4.74 -0.91 -3.68
N 3.39 -0.21 -3.63
H 2.98 -0.04 -4.59
H 2.70 -0.85 -3.22
C 3.39 1.12 -2.98
C 4.10 2.14 -3.85
O 5.50 1.95 -3.90
C 6.24 2.87 -3.12
H 4.14 -4.17 -6.36
H 2.76 -3.10 -6.72
H 2.75 -3.89 -5.23
H 5.48 -2.82 -4.18
H 3.87 -2.89 -3.44
H 5.37 -0.36 -4.36
H 4.98 -0.73 -2.64
H 3.78 1.04 -1.97
H 2.31 1.32 -2.98
H 3.75 3.14 -3.55
H 3.73 1.94 -4.86
H 5.98 3.90 -3.40
H 7.29 2.70 -3.31
H 5.99 2.79 -2.05
C -3.44 5.20 6.24
O -2.09 5.20 5.87
C -1.86 4.80 4.53
C -0.59 5.43 4.06
N 0.60 4.46 4.09
H 1.32 5.10 4.43
H 0.46 3.72 4.78
C 1.03 3.92 2.77
C 2.49 3.50 2.74
O 2.67 2.36 3.53
C 2.56 1.13 2.78
H -3.70 4.37 6.91
H -4.16 5.23 5.42
H -3.62 6.06 6.88
H -2.70 5.24 3.98
H -1.98 3.71 4.42
H -0.31 6.19 4.80
H -0.55 5.96 3.11
H 0.80 4.68 2.02
H 0.39 3.09 2.47
H 3.08 4.38 3.00
H 2.73 3.27 1.70
H 2.33 0.34 3.48
H 3.49 0.95 2.26
H 1.71 1.24 2.09
*
```

***

Record 3
The following is a quantum chemistry calculation of a structure of composition C32H77HgN2O12S3, from OMol25.

Calculated values
- Orbital gap (alpha / beta): 4.47 / 2.02 eV
- E_LUMO (alpha / beta): -0.3128 / -0.4029 hartree

```
! wB97M-V def2-TZVPD RIJCOSX def2/J DEFGRID3
* xyz 2 2
Hg -1.55 11.43 -2.60
C -1.74 6.69 -2.35
C -2.29 8.10 -1.98
C -2.22 8.30 -0.48
O -1.72 9.14 -2.71
H -2.13 6.31 -3.29
H -1.96 5.78 -1.79
H -0.65 6.72 -2.38
H -3.34 8.05 -2.26
H -1.21 8.38 -0.08
H -2.73 7.44 -0.05
H -2.72 9.22 -0.15
C -4.53 6.15 2.67
C -3.22 5.60 3.11
C -3.35 5.38 4.59
O -2.91 4.37 2.56
H -5.35 5.46 2.86
H -4.48 6.49 1.64
H -4.82 7.00 3.29
H -2.43 6.29 2.83
H -2.57 4.72 4.95
H -4.28 4.89 4.89
H -3.28 6.30 5.16
H -3.47 3.79 3.08
C -1.36 3.87 -4.25
C -0.55 2.89 -5.08
C 0.07 1.82 -4.22
O -1.43 2.22 -5.97
H -2.23 3.40 -3.81
H -1.73 4.70 -4.86
H -0.75 4.13 -3.39
H 0.18 3.38 -5.73
H 0.56 0.96 -4.67
H -0.66 1.65 -3.43
H 0.83 2.33 -3.63
H -2.13 1.83 -5.44
C 1.29 6.26 -4.58
C 1.17 7.65 -5.16
C 0.02 7.94 -6.13
O 0.87 8.50 -4.13
H 0.37 5.97 -4.08
H 2.09 6.18 -3.83
H 1.38 5.63 -5.46
H 2.13 7.98 -5.57
H -0.88 7.59 -5.62
H 0.12 7.48 -7.11
H -0.12 9.02 -6.25
H -0.06 8.39 -3.93
C -6.17 8.63 -3.73
C -6.87 9.21 -2.53
C -6.20 8.98 -1.13
O -6.94 9.55 -0.04
C -6.27 9.74 1.25
N -6.98 10.59 -2.81
H -6.21 7.55 -3.57
H -5.14 8.97 -3.70
H -6.61 8.92 -4.68
H -7.86 8.78 -2.45
H -5.23 9.48 -1.18
H -5.95 7.95 -0.84
H -5.88 8.76 1.54
H -7.03 10.06 1.97
H -5.43 10.43 1.16
H -7.13 11.11 -1.96
H -6.04 10.79 -3.12
C 4.37 6.08 3.65
C 3.91 7.41 3.00
C 2.44 7.74 3.18
O 1.68 6.99 2.23
C 0.31 6.77 2.45
N 4.69 8.44 3.62
H 5.46 6.00 3.56
H 3.94 5.21 3.15
H 4.14 5.97 4.71
H 4.17 7.47 1.95
H 2.36 8.80 2.95
H 2.12 7.58 4.21
H 0.02 6.10 1.64
H -0.23 7.70 2.24
H -0.01 6.52 3.46
H 4.35 8.47 4.57
H 4.43 9.34 3.25
C -5.98 3.60 -0.85
C -5.33 4.98 -0.78
C -4.72 5.23 -2.12
S -5.68 4.36 -3.43
O -4.78 3.48 -4.13
O -6.51 5.27 -4.14
C -6.71 3.42 -2.15
H -6.69 3.49 -0.03
H -5.21 2.84 -0.71
H -4.52 5.12 -0.06
H -6.05 5.75 -0.49
H -3.75 4.78 -2.30
H -4.63 6.28 -2.41
H -7.06 2.44 -2.48
H -7.66 3.95 -2.05
C 3.31 10.09 -1.47
C 2.95 8.60 -1.20
C 1.49 8.70 -0.82
S 1.07 10.40 -0.15
O 0.83 10.36 1.30
O 0.22 11.07 -1.18
C 2.79 10.95 -0.36
H 2.90 10.33 -2.46
H 4.39 10.18 -1.62
H 3.58 8.23 -0.40
H 3.03 7.95 -2.07
H 1.01 8.00 -0.14
H 0.93 8.51 -1.74
H 3.34 10.56 0.50
H 2.83 12.03 -0.28
C -3.25 10.28 2.79
C -4.04 10.66 4.10
C -3.55 9.71 5.19
S -1.67 9.56 4.85
O -1.42 8.15 4.80
O -0.92 10.51 5.68
C -1.80 10.30 3.16
H -3.38 10.84 1.86
H -3.43 9.24 2.52
H -5.11 10.51 4.04
H -3.80 11.70 4.36
H -4.09 8.78 4.99
H -3.61 10.03 6.23
H -1.14 9.68 2.56
H -1.45 11.33 3.20
*
```

***

Number 1: DFT total energy -7230.07615 hartree. Number 2: DFT total energy -3265.76543 hartree. Number 3: DFT total energy -3624.85817 hartree.